[1]
Below is C6H7NO as an isolated structure in a non-equilibrium geometry, with properties calculated with ωB97M-V/def2-TZVPD.

## Properties
E, Ha: -362.7078
Frontier orbital gap, eV: 9.53
Total charge: 0
Energy above the lowest of the compared OMol25 structures with the same formula, charge and spin, kJ/mol: 277.4

Cartesian coordinates (Å):
C: 2.330 0.366 -0.087
C: 0.872 0.264 -0.276
C: 0.006 1.325 -0.202
C: -1.269 0.556 -0.082
C: -0.873 -0.596 0.936
C: -0.039 -0.964 -0.310
H: 2.745 1.349 0.291
H: 0.080 2.406 -0.313
H: -2.236 1.086 -0.046
H: -0.297 -0.424 1.896
H: -1.734 -1.218 1.192
H: 0.388 -2.001 -0.455
H: -1.882 -1.097 -1.076
N: -1.138 -0.442 -1.219
O: 3.048 -0.612 -0.248

Forces on the atoms, in the same order (eV/Å):
C 0.430 -1.352 -0.373
C 0.481 2.308 -0.007
C 0.748 -1.614 -0.266
C -1.708 0.068 0.079
C -0.100 0.374 0.988
C 0.763 -0.904 0.239
H -0.393 -0.637 -0.483
H 0.390 -0.429 0.393
H 0.509 -0.157 0.158
H -0.643 0.303 -1.122
H 0.050 -0.301 -0.378
H -0.340 1.410 -0.029
H -0.814 -0.506 -0.141
N 0.943 0.283 0.618
O -0.317 1.155 0.324

Here are the Mulliken charges for atoms 1 to 5, given in e: -0.154 0.017 -0.576 -0.048 -0.535

=====

[2]
Below is C6H7NO as an isolated structure in a non-equilibrium geometry, with properties calculated with ωB97M-V/def2-TZVPD.

## Properties
E, Ha: -362.6237
Frontier orbital gap, eV: 9.12
Total charge: 0
Energy above the lowest of the compared OMol25 structures with the same formula, charge and spin, kJ/mol: 498.4

Cartesian coordinates (Å):
C: 1.824 -0.077 0.129
C: 0.911 1.269 0.014
C: -0.188 0.638 -0.191
C: -1.879 0.694 -0.132
C: -1.680 -0.782 0.011
C: 1.019 -1.122 0.032
H: 3.483 0.688 -0.065
H: 1.028 2.479 0.306
H: -2.199 1.040 -1.174
H: -2.366 1.036 0.707
H: -2.353 -1.864 -0.408
H: -1.712 -0.966 1.286
H: 1.142 -2.160 0.031
N: -0.218 -0.705 -0.347
O: 3.188 -0.167 -0.200

Forces on the atoms, in the same order (eV/Å):
C 1.272 3.382 -1.086
C 4.575 1.578 1.847
C -7.425 1.241 -0.969
C 3.336 -0.347 -4.261
C -0.399 -5.617 3.889
C -0.902 -1.930 -0.210
H 1.485 2.568 0.394
H 0.051 -3.961 -0.991
H -0.065 -0.308 1.761
H -0.992 1.594 1.436
H 2.054 3.853 0.716
H -0.061 0.211 -3.473
H 1.114 -1.203 -0.057
N -1.779 0.869 0.283
O -2.265 -1.930 0.720

Here are the Mulliken charges for atoms 1 to 5, given in e: 0.684 -0.459 -0.063 -0.417 -0.455

=====

[3]
Below is one molecule with the formula C6H7NO in a non-equilibrium geometry, with properties calculated with ωB97M-V/def2-TZVPD.

## Properties
SMILES string: c1cc2c([nH]1)COC2
E, Ha: -362.7845
Frontier orbital gap, eV: 8.95
Total charge: 0
Energy above the lowest of the compared OMol25 structures with the same formula, charge and spin, kJ/mol: 76.1

Cartesian coordinates (Å):
C: -0.126 1.999 0.769
C: -0.520 1.652 -0.504
C: -0.283 0.230 -0.626
C: 0.227 -0.204 0.580
N: 0.351 0.865 1.397
C: 0.593 -1.655 0.547
O: 0.204 -2.038 -0.788
C: -0.443 -0.931 -1.504
H: -0.113 2.947 1.245
H: -0.868 2.400 -1.210
H: 0.672 0.805 2.370
H: 0.021 -2.238 1.280
H: 1.721 -1.798 0.669
H: 0.072 -0.867 -2.477
H: -1.509 -1.165 -1.748

Forces on the atoms, in the same order (eV/Å):
C 0.199 -1.074 -0.533
C 0.204 -0.407 0.146
C 0.072 0.908 1.411
C -0.249 0.492 -1.591
N 0.337 0.069 1.697
C 0.770 0.378 -0.167
O -0.390 0.531 0.195
C -0.056 -0.985 -1.151
H 0.009 0.480 0.321
H -0.051 -0.483 -0.038
H -0.302 0.262 -0.901
H 0.318 -0.139 -0.063
H -1.457 -0.083 -0.048
H -0.072 0.130 0.285
H 0.668 -0.078 0.437

Here are the Mulliken charges for atoms 1 to 5, given in e: -0.368 -0.963 0.866 -0.311 -0.046

=====

[4]
Below is one molecule with the formula C6H7NO in a non-equilibrium geometry, with properties calculated with ωB97M-V/def2-TZVPD.

## Properties
SMILES string: O=C1[C@H]2C[C@@H]1[C@@H]1N[C@@H]12
E, Ha: -362.6560
Frontier orbital gap, eV: 10.24
Total charge: 0
Energy above the lowest of the compared OMol25 structures with the same formula, charge and spin, kJ/mol: 413.6

Cartesian coordinates (Å):
O: -2.542 -0.848 0.117
C: -1.495 -0.166 0.082
C: -0.363 -0.022 -1.030
C: -0.002 1.261 -0.286
C: -0.448 0.621 0.984
C: 0.490 -0.681 0.969
N: 1.723 -0.655 0.049
C: 0.387 -1.092 -0.389
H: -0.616 -0.165 -2.127
H: 1.001 1.790 -0.172
H: -0.794 2.096 -0.430
H: -0.642 1.132 1.842
H: 0.856 -1.352 1.845
H: 2.032 0.236 -0.619
H: 0.416 -2.155 -0.835

Forces on the atoms, in the same order (eV/Å):
O 3.711 2.861 0.383
C -3.317 -1.891 -0.751
C -3.073 0.397 -1.739
C -0.578 3.866 0.127
C 0.292 -4.157 -1.796
C 2.651 0.909 3.085
N 0.499 1.810 -1.825
C 3.332 -3.876 -2.511
H 0.454 0.590 1.429
H -1.172 -0.999 -0.770
H 1.360 -1.254 -0.456
H -0.504 1.226 2.395
H -1.622 1.360 -1.489
H -1.263 -2.584 2.921
H -0.769 1.741 0.997

Here are the Mulliken charges for atoms 1 to 5, given in e: -0.623 0.568 -0.186 -0.809 -0.516

=====

[5]
Below is one molecule with the formula C6H7NO in a non-equilibrium geometry, with properties calculated with ωB97M-V/def2-TZVPD.

## Properties
Spin multiplicity: 3
E, Ha: -362.5199
Expectation value of S²: 2.040
Frontier orbital gap (alpha / beta), eV: 6.94 / 6.47
Total charge: 0
Energy above the lowest of the compared OMol25 structures with the same formula, charge and spin, kJ/mol: 294.1

Cartesian coordinates (Å):
C: 0.375 -0.880 -1.592
C: -1.723 -1.643 -0.525
C: 0.586 0.554 0.284
C: -1.087 -1.201 -1.796
C: -0.254 -0.324 1.256
C: 1.445 1.666 0.800
N: 0.639 0.188 -0.950
O: -1.260 -1.342 0.579
H: -1.615 -0.296 -1.942
H: -1.369 -1.816 -2.695
H: 0.373 -0.870 1.988
H: -1.031 0.205 1.830
H: 1.102 2.558 0.236
H: 2.500 1.447 0.586
H: 1.319 1.754 1.940

Forces on the atoms, in the same order (eV/Å):
C -2.122 0.278 -1.720
C -1.210 -1.510 -2.324
C -1.190 -1.632 1.001
C 0.729 -2.025 -0.148
C -0.182 0.602 -1.094
C -0.858 0.154 1.116
N 3.147 1.133 0.934
O 1.055 0.812 3.527
H -0.481 1.605 -0.508
H 0.449 0.210 1.265
H -0.344 -0.120 -0.741
H 0.591 0.214 -0.182
H 0.574 -0.122 0.729
H -0.282 0.151 -0.086
H 0.124 0.250 -1.771

Here are the Mulliken charges for atoms 1 to 5, given in e: -0.152 -0.379 0.566 -0.057 -0.425

=====

[6]
Below is one molecule with the formula C6H7NO2 in a non-equilibrium geometry, with properties calculated with ωB97M-V/def2-TZVPD.

## Properties
SMILES string: NC1=CC(=O)[C@@H]2[C@@H](O)[C@H]12
E, Ha: -438.0240
Frontier orbital gap, eV: 9.26
Total charge: 0
Energy above the lowest of the compared OMol25 structures with the same formula, charge and spin, kJ/mol: 115.0

Cartesian coordinates (Å):
N: 2.163 -1.331 0.595
C: 0.924 -0.882 0.439
C: -0.106 -1.603 -0.101
C: -1.284 -0.718 -0.211
O: -2.380 -1.052 -0.644
C: -0.851 0.638 0.307
C: 0.203 1.299 -0.525
O: 0.311 2.694 -0.389
C: 0.626 0.508 0.680
H: 2.929 -0.670 0.727
H: 2.403 -2.263 0.249
H: -0.111 -2.637 -0.409
H: -1.656 1.169 0.759
H: 0.341 0.951 -1.534
H: -0.521 3.083 -0.755
H: 0.952 1.102 1.523

Forces on the atoms, in the same order (eV/Å):
N 2.142 -0.660 0.312
C -0.573 -1.646 -1.274
C -0.506 1.157 0.514
C 0.290 -1.556 -0.159
O 0.616 0.855 0.391
C -0.166 -0.832 -0.838
C -0.588 0.815 0.066
O -0.888 0.245 -0.403
C -1.814 1.664 0.298
H -0.495 -0.523 -0.016
H -0.096 0.752 0.271
H 0.153 0.036 -0.081
H 0.067 0.756 0.629
H 0.394 -0.391 -0.167
H 1.058 -0.412 0.445
H 0.405 -0.261 0.013

Here are the Mulliken charges for atoms 1 to 5, given in e: -0.438 0.654 -0.756 0.302 -0.638

=====

[7]
Below is one molecule with the formula C6H7NO2 in a non-equilibrium geometry, with properties calculated with ωB97M-V/def2-TZVPD.

## Properties
SMILES string: C#C[C@@H]1[C@@H](CO)N1C=O
E, Ha: -437.8848
Frontier orbital gap, eV: 10.62
Total charge: 0
Energy above the lowest of the compared OMol25 structures with the same formula, charge and spin, kJ/mol: 480.3

Cartesian coordinates (Å):
C: 3.081 -0.552 -0.661
C: 2.012 -0.646 -0.047
C: 0.739 -0.723 0.547
C: -0.547 -0.413 -0.210
C: -1.966 -0.847 0.190
O: -2.889 0.022 -0.570
N: -0.068 0.569 0.776
C: 0.611 1.755 0.356
O: 0.089 2.635 -0.255
H: 4.008 -0.586 -1.118
H: 0.637 -1.730 1.124
H: -0.536 0.035 -1.299
H: -2.167 -1.879 -0.233
H: -2.073 -0.634 1.328
H: -2.562 1.084 -0.758
H: 1.632 1.911 0.829

Forces on the atoms, in the same order (eV/Å):
C -4.203 -0.478 2.579
C 3.867 0.628 -2.865
C -2.673 -1.593 0.489
C -0.234 2.533 -1.619
C 0.048 1.053 -0.779
O 1.420 3.083 -0.193
N 1.953 -1.171 -0.097
C 0.613 -0.158 1.594
O -0.477 0.050 -0.684
H 1.164 0.106 -0.606
H -0.021 2.467 0.092
H 0.310 -1.378 2.010
H -0.088 1.093 1.103
H -0.035 -0.992 -1.920
H -0.807 -4.709 1.348
H -0.838 -0.534 -0.449

Here are the Mulliken charges for atoms 1 to 5, given in e: 0.218 -0.773 -0.265 -0.080 -0.299

=====

[8]
Below is one molecule with the formula C6H7NO2 in a non-equilibrium geometry, with properties calculated with ωB97M-V/def2-TZVPD.

## Properties
SMILES string: C=CC(N)=C(C=O)C=O
E, Ha: -438.0123
Frontier orbital gap, eV: 9.25
Total charge: 0
Energy above the lowest of the compared OMol25 structures with the same formula, charge and spin, kJ/mol: 145.7

Cartesian coordinates (Å):
C: 1.469 1.899 0.170
C: 1.235 0.707 -0.498
C: -0.110 0.154 -0.573
N: -0.900 0.578 -1.538
C: -0.515 -0.827 0.347
C: -1.734 -1.573 0.307
O: -2.512 -1.380 -0.610
C: 0.444 -1.178 1.441
O: 0.229 -2.134 2.187
H: 0.747 2.485 0.827
H: 2.443 2.302 0.113
H: 2.061 0.374 -1.088
H: -0.564 1.280 -2.145
H: -1.807 0.145 -1.670
H: -1.868 -2.187 1.182
H: 1.382 -0.644 1.548

Forces on the atoms, in the same order (eV/Å):
C -1.786 -1.966 -0.356
C 0.443 4.604 1.712
C -0.935 -2.091 1.240
N -0.368 -0.181 -0.219
C 2.635 0.698 0.906
C 0.596 1.744 -0.642
O -1.189 -0.657 -0.252
C -1.396 -1.862 -0.129
O 0.260 1.049 -0.435
H 0.744 -1.188 -1.108
H 0.946 0.435 -0.007
H 0.156 -0.749 -0.360
H 0.167 0.604 -0.643
H 0.046 -0.095 0.146
H -0.601 -0.849 0.212
H 0.282 0.503 -0.064

Here are the Mulliken charges for atoms 1 to 5, given in e: -0.566 -0.756 0.683 -0.259 0.091

=====

[9]
Below is one molecule with the formula C6H7NO2 in a non-equilibrium geometry, with properties calculated with ωB97M-V/def2-TZVPD.

## Properties
SMILES string: N[C@]12[C@@H]3[C@@H]4O[C@H]1[C@H]2O[C@@H]43
E, Ha: -437.8559
Frontier orbital gap, eV: 9.05
Total charge: 0
Energy above the lowest of the compared OMol25 structures with the same formula, charge and spin, kJ/mol: 556.4

Cartesian coordinates (Å):
N: -2.326 0.489 0.031
C: -0.835 0.226 0.032
C: 0.507 1.219 -0.203
C: 1.366 0.324 -0.805
O: 1.047 -1.055 -0.966
C: -0.321 -1.163 -0.488
C: -0.192 -0.785 0.927
O: 1.047 -0.557 1.300
C: 1.670 0.534 0.638
H: -2.621 0.242 -0.900
H: -2.869 -0.007 0.780
H: 0.205 2.219 -0.442
H: 2.369 0.674 -1.162
H: -0.800 -1.935 -1.245
H: -0.852 -1.356 1.573
H: 2.606 0.930 0.931

Forces on the atoms, in the same order (eV/Å):
N 2.277 -0.085 0.735
C 0.702 -0.130 -0.225
C -4.650 -0.086 2.021
C 6.607 -2.147 -1.375
O -1.391 1.498 -1.803
C 1.144 -0.337 -3.401
C -3.988 -1.836 0.348
O 3.193 0.753 2.993
C -4.417 0.016 -0.700
H -0.539 -0.111 0.139
H 1.105 0.589 -1.170
H 0.506 0.420 -0.163
H -1.444 -0.566 -1.548
H 0.191 1.587 2.503
H 0.370 0.307 0.785
H 0.333 0.129 0.863

Here are the Mulliken charges for atoms 1 to 5, given in e: -0.645 0.531 -0.234 -0.211 -0.430

=====

[10]
Below is C6H7NO2 as an isolated structure in a non-equilibrium geometry, with properties calculated with ωB97M-V/def2-TZVPD.

## Properties
E, Ha: -437.7867
Frontier orbital gap, eV: 8.75
Total charge: 0
Energy above the lowest of the compared OMol25 structures with the same formula, charge and spin, kJ/mol: 738.1

Cartesian coordinates (Å):
C: -1.001 -0.084 -0.099
C: 0.189 -0.827 -0.851
C: 1.117 -0.351 0.873
C: 1.250 0.249 -0.656
C: -0.395 1.275 0.218
C: -0.231 0.411 1.201
H: -3.063 0.445 -1.191
H: -2.640 -0.869 0.782
H: 0.060 -1.301 -1.794
H: 2.037 -0.205 1.563
H: 2.243 -0.052 -1.213
H: -0.944 2.189 0.370
H: -0.938 0.445 1.982
N: -2.282 -0.557 -0.248
O: 0.915 -1.591 0.215
O: 0.790 1.493 -0.575

Forces on the atoms, in the same order (eV/Å):
C 2.830 0.001 -1.131
C 0.236 1.189 2.549
C 2.347 1.418 -0.675
C 2.390 -2.442 1.620
C -0.843 5.390 -5.774
C 1.568 -6.773 2.512
H 1.888 -3.052 3.617
H -0.052 1.643 -3.482
H -0.472 -0.714 -0.430
H -1.833 -0.856 -0.871
H -1.851 1.431 1.266
H -0.318 0.161 -0.405
H 0.214 -0.112 1.650
N -3.281 1.310 0.343
O -1.517 -1.018 0.061
O -1.307 2.423 -0.850

Here are the Mulliken charges for atoms 1 to 5, given in e: -0.016 -0.035 -0.160 -0.303 -0.215

=====

[11]
Below is C6H7NO2 as an isolated structure in a non-equilibrium geometry, with properties calculated with ωB97M-V/def2-TZVPD.

## Properties
E, Ha: -437.7814
Frontier orbital gap, eV: 10.00
Total charge: 0
Energy above the lowest of the compared OMol25 structures with the same formula, charge and spin, kJ/mol: 752.0

Cartesian coordinates (Å):
C: 2.629 -0.059 0.066
C: 1.213 -0.421 0.045
C: -1.267 -0.499 -0.233
C: -2.532 0.368 -0.161
C: -1.198 0.511 0.762
C: 0.150 0.871 0.174
H: 3.236 -0.867 -0.382
H: 2.790 0.544 0.972
H: 2.546 0.871 -0.810
H: -0.819 -0.288 -1.268
H: -2.801 0.922 -1.052
H: -3.583 -0.173 0.368
H: -0.911 -0.368 1.586
N: 0.764 -1.644 -0.027
O: -0.709 -1.786 0.072
O: 0.491 2.017 -0.113

Forces on the atoms, in the same order (eV/Å):
C -1.011 2.962 -3.746
C -3.702 -0.534 0.615
C -0.605 -2.609 -5.668
C -1.598 -3.985 3.660
C 1.996 -1.709 1.354
C 1.591 3.211 1.337
H 0.185 0.631 1.104
H 0.817 -0.808 -0.167
H 0.764 -2.422 2.288
H -0.491 0.019 1.199
H 0.585 0.426 0.341
H 3.550 1.953 -1.265
H -1.787 2.986 -0.897
N -0.301 1.718 0.701
O 0.149 0.675 -0.607
O -0.141 -2.515 -0.250

Here are the Mulliken charges for atoms 1 to 5, given in e: -0.973 0.649 0.118 -0.612 -0.148

=====

[12]
Below is one molecule with the formula C6H7NO2S2 in a non-equilibrium geometry, with properties calculated with ωB97M-V/def2-TZVPD.

## Properties
E, Ha: -1234.1568
Frontier orbital gap, eV: 6.89
Total charge: 0
Energy above the lowest of the compared OMol25 structures with the same formula, charge and spin, kJ/mol: 655.7

Cartesian coordinates (Å):
C: 0.407 1.371 1.768
C: 1.109 0.891 0.652
C: 0.474 0.142 -0.300
C: -1.463 -0.088 0.696
C: 2.642 1.106 0.571
C: -2.720 -2.048 -0.776
N: 0.526 -0.156 -1.587
O: 1.268 0.560 -2.304
O: -0.130 -1.038 -2.010
S: -1.256 1.102 1.842
S: -2.825 -0.297 -0.220
H: 0.826 2.059 2.545
H: 2.940 1.944 1.142
H: 3.145 0.260 0.968
H: 3.020 1.291 -0.427
H: -2.459 -1.990 -1.940
H: -3.549 -2.695 -0.556
H: -1.955 -2.416 -0.064

Forces on the atoms, in the same order (eV/Å):
C 0.396 0.736 -0.071
C 1.573 0.090 0.038
C -3.766 1.024 4.584
C 3.842 0.890 -1.722
C -1.264 0.160 -0.569
C 1.820 0.595 -1.365
N 2.636 2.059 -1.025
O -0.182 -0.106 0.504
O -2.328 -2.945 -1.452
S 0.070 -0.726 -0.126
S -1.541 -0.355 -0.352
H -0.349 -0.949 -0.865
H 0.130 0.958 0.830
H 0.415 -0.941 0.351
H -0.386 -0.215 -0.340
H -0.313 -0.602 2.909
H -0.994 0.411 -0.096
H 0.241 -0.083 -1.231

Here are the Mulliken charges for atoms 1 to 5, given in e: -0.288 0.579 -0.063 -0.061 -1.363

=====

Question: The highest energy above the lowest of the compared OMol25 structures with the same formula, charge and spin belongs to which entry?
Answer: number 11

=====

Question: What is the formula in the fifth record?
Answer: C6H7NO